Entry 1:
Density functional theory data (ωB97M-V/def2-TZVPD) for C12H24AsCdN6SSe3SiTe as an isolated structure in a non-equilibrium geometry.

XYZ file:
```
50
Properties=species:S:1:pos:R:3:forces:R:3:mulliken_charge:R:1
Cd 0.8037 -1.9859 -0.9689 0.745 0.084 -0.497 1.18
C -2.9030 0.4210 2.6060 -0.573 -0.569 -1.115 -0.94
Si -2.6853 1.8584 1.4057 0.896 0.387 -0.600 0.31
C -4.2431 2.3452 0.5398 -1.824 0.950 1.128 -1.08
C -2.1358 3.4195 2.3503 0.362 -2.239 1.584 -1.25
C -1.3755 1.7263 -0.0054 -1.617 -0.276 0.017 -0.04
C -1.1234 2.9206 -0.6509 2.122 -0.842 -0.829 -0.26
C -0.0665 2.9610 -1.5929 -0.944 -0.881 0.488 -0.84
C 0.6262 1.8112 -1.9327 -1.449 0.072 1.229 -0.62
N 0.2821 0.6461 -1.3806 -0.899 -1.164 -0.123 -0.06
C -0.7830 0.5472 -0.5430 1.482 1.315 1.251 0.43
S -1.1785 -0.9768 0.2060 0.076 -0.157 -0.465 -0.53
H -3.6761 0.7422 3.3179 0.308 -0.193 0.142 0.34
H -1.9528 0.1506 3.0758 -0.291 0.001 0.121 0.26
H -3.2883 -0.4898 2.0344 0.550 1.245 0.815 0.27
H -5.1411 2.5949 1.2240 1.407 -0.504 -0.774 0.29
H -4.6021 1.6199 -0.1781 0.019 -0.016 -0.386 0.32
H -3.9900 3.3159 0.0827 -0.201 -0.436 -0.307 0.31
H -2.6195 3.2830 3.3426 0.065 0.629 -0.412 0.32
H -2.1706 4.4144 2.0070 -0.727 1.086 -0.686 0.44
H -1.0775 3.2827 2.5729 0.282 -0.214 0.072 0.37
H -1.6013 3.8501 -0.4283 -0.365 0.365 0.398 0.33
H 0.1481 3.8783 -2.0336 0.518 1.409 -0.867 0.47
H 1.4189 1.7828 -2.6428 0.621 0.063 -0.330 0.45
Se 1.2096 -4.5201 -0.4335 -0.343 0.011 0.396 -0.59
Se 2.9357 -5.2757 -1.7841 -0.193 -0.461 -0.379 -0.21
Te 4.4486 -3.3455 -2.1090 0.045 0.736 0.072 -0.08
Se 2.8334 -1.5983 -2.9609 -0.333 -0.284 0.441 -0.70
C 1.9508 0.2725 2.8271 -0.836 0.398 -0.053 -1.25
As 2.4032 -0.9333 1.3735 0.828 0.042 -0.437 0.53
C 4.2733 -0.2054 1.2008 -0.854 0.568 -0.641 -1.17
C 2.7863 -2.4514 2.5384 -1.568 0.614 -0.008 -1.30
H 2.7807 0.2106 3.5267 -0.327 0.046 0.436 0.44
H 0.9309 0.1748 3.2398 0.636 -0.652 0.166 0.28
H 1.8990 1.2719 2.4341 0.374 0.602 -0.370 0.37
H 4.2209 0.8779 1.3319 -0.111 -0.002 0.815 0.37
H 4.6064 -0.1873 0.1675 0.134 -0.958 -0.205 0.34
H 4.9744 -0.6840 1.8765 0.088 0.043 -0.008 0.33
H 3.2926 -2.0450 3.3754 0.798 0.203 0.899 0.49
H 3.3478 -3.1850 2.0253 0.459 -0.885 -0.455 0.36
H 1.8180 -2.8352 2.9034 0.425 -0.117 -0.348 0.32
N 0.1257 -3.6710 -4.2637 0.262 1.890 0.060 -0.70
N -0.5337 -2.4126 -4.0308 -0.586 -0.892 0.477 1.13
N -1.2297 -2.1989 -2.9403 -1.315 0.870 0.422 -0.65
C -1.8803 -1.0476 -3.2339 1.550 -0.822 -0.813 -0.13
N -1.4926 -0.5761 -4.4617 -0.783 -1.046 1.532 -0.30
N -0.6976 -1.5025 -4.9170 1.156 0.363 -2.197 -0.52
H -0.1621 -4.2257 -3.4743 -0.400 -0.356 0.447 0.36
H 1.0990 -3.4413 -4.0235 0.226 -0.129 -0.337 0.26
H -2.6054 -0.5843 -2.5955 0.104 0.102 0.231 0.57
```
Forces are in eV/Å.

For the HOMO energy, the calculation gives -4.14 eV. The total charge is -1. The total energy comes out at -309225.0918 eV. The calculation puts the HOMO-LUMO gap at 6.62 eV. The relative energy (zero: lowest compared OMol25 entry of this formula, charge and spin) is 0.0 kcal per mole. For the LUMO energy, the calculation gives 2.47 eV.



Entry 2:
Density functional theory data (ωB97M-V/def2-TZVPD) for a 2-piece molecular cluster, CH3Cl2N3 overall in a non-equilibrium geometry.

XYZ file:
```
9
Properties=species:S:1:pos:R:3:forces:R:3:mulliken_charge:R:1
C -0.4913 0.9297 0.3975 2.376 0.530 -1.319 0.33
N 2.2364 0.6607 -0.4111 -4.851 2.608 -0.363 -0.18
N 0.6634 0.4292 -0.1295 -2.130 -3.750 -2.312 -0.30
N -1.4727 1.3583 0.8183 -0.484 0.316 0.507 -0.35
Cl 3.1347 -0.0706 0.9282 2.878 -1.575 2.015 -0.08
Cl -4.1518 -0.3812 0.6049 -0.012 1.359 0.422 -0.29
H 2.2093 1.6863 -0.5122 1.194 0.038 -0.218 0.32
H 0.3755 -0.4508 -0.7109 1.055 1.951 1.723 0.27
H -3.9887 0.8886 0.9873 -0.025 -1.477 -0.454 0.28
```
Forces are in eV/Å.

For the HOMO energy (alpha / beta), the calculation gives -7.11 / -9.93 eV. The total energy comes out at -30592.9974 eV. The calculation puts the HOMO-LUMO gap (alpha / beta) at 7.21 / 5.78 eV. The expectation value of S² is 2.011. The multiplicity is 3. The relative energy (zero: lowest compared OMol25 entry of this formula, charge and spin) is 55.8 kcal per mole. For the LUMO energy (alpha / beta), the calculation gives 0.10 / -4.15 eV.



Entry 3:
Density functional theory data (ωB97M-V/def2-TZVPD) for one molecule with the formula C3H6NOP in a non-equilibrium geometry.

XYZ file:
```
12
Properties=species:S:1:pos:R:3:forces:R:3:mulliken_charge:R:1
C 0.1757 0.1671 -0.2361 2.638 -1.412 0.512 -0.55
C -0.5406 -1.1457 -0.6797 2.354 0.584 -1.181 -0.25
C 0.0942 0.4063 1.2791 1.734 -1.513 -0.223 -0.60
N -1.2404 -1.7025 0.3947 -1.164 -0.648 2.009 -0.45
O -1.2960 -1.5542 3.1393 0.423 0.783 -1.095 -0.64
P -0.9296 -1.0708 1.7899 -0.501 0.027 -0.738 0.73
H 1.2907 0.0089 -0.4752 -1.693 0.709 0.010 0.24
H -0.1828 1.0371 -0.6806 -0.615 1.224 -1.316 0.33
H -1.0571 -0.8410 -1.5988 -0.707 -0.798 0.369 0.27
H 0.2640 -1.8969 -0.9827 -1.037 0.895 0.099 0.21
H 1.1446 0.1990 1.5636 -0.699 0.164 0.878 0.27
H -0.0886 1.4466 1.4879 -0.733 -0.014 0.676 0.44
```
Forces are in eV/Å.

For the HOMO energy, the calculation gives -9.73 eV. The total energy comes out at -16033.7573 eV. The calculation puts the HOMO-LUMO gap at 10.21 eV. The relative energy (zero: lowest compared OMol25 entry of this formula, charge and spin) is 10.3 kcal per mole. For the LUMO energy, the calculation gives 0.47 eV.